# 1
{
  "formula": "C20H16B3Br8O26V",
  "method": "ωB97M-V with the def2-TZVPD basis set",
  "species": ["O", "V", "O", "O", "C", "O", "B", "O", "C", "O", "O", "C", "O", "C", "O", "O", "O", "C", "O", "B", "O", "C", "O", "O", "C", "O", "C", "O", "O", "O", "C", "O", "B", "O", "C", "O", "O", "C", "O", "C", "O", "O", "Br", "C", "C", "Br", "H", "H", "H", "H", "Br", "C", "C", "Br", "H", "H", "H", "H", "Br", "C", "C", "Br", "H", "H", "H", "H", "Br", "C", "C", "Br", "H", "H", "H", "H"],
  "coordinates": [[0.400641, -1.644973, -0.885926], [0.022831, -0.909009, 0.399803], [-0.441408, -2.004038, 1.479728], [-1.299858, 4.002197, -5.969776], [-1.166514, 3.910581, -4.792202], [-0.168359, 3.319183, -4.150195], [-0.325291, 3.487941, -2.694979], [-1.577857, 4.208314, -2.524491], [-2.094128, 4.524361, -3.715079], [-3.096599, 5.130994, -3.901729], [0.858641, 4.129612, -2.108656], [1.403077, 3.352643, -1.191506], [2.353916, 3.586635, -0.517675], [0.559179, 2.066716, -1.114057], [-0.378967, 2.151151, -2.009489], [0.716496, 1.148811, -0.349214], [-6.877607, 3.664478, -2.487447], [-6.269701, 2.717399, -2.102598], [-4.963280, 2.583178, -1.949575], [-4.638453, 1.217812, -1.552444], [-5.929573, 0.532598, -1.404026], [-6.917041, 1.384736, -1.635014], [-8.082121, 1.169257, -1.516971], [-3.861212, 1.108658, -0.299327], [-2.787778, 0.428456, -0.505659], [-1.979468, 0.106349, 0.340071], [-2.705804, 0.074978, -2.006992], [-3.767318, 0.581840, -2.585200], [-1.792336, -0.520335, -2.489443], [4.143142, -1.464014, 3.488898], [4.125815, -0.617944, 2.634209], [4.947254, 0.396806, 2.471351], [4.684852, 1.035440, 1.133662], [3.412677, 0.387954, 0.680391], [3.054085, -0.508852, 1.540952], [2.026798, -1.159669, 1.511533], [5.747746, 0.802053, 0.157567], [6.159764, 1.972648, -0.322018], [6.957992, 2.170934, -1.182028], [5.422409, 3.084265, 0.477420], [4.556875, 2.472029, 1.283115], [5.661108, 4.243372, 0.411565], [-1.940230, -3.723884, 5.703584], [-0.820489, -3.828524, 4.116287], [0.520554, -4.447761, 4.421426], [1.536596, -4.479215, 2.777578], [-0.676173, -2.798001, 3.794728], [-1.387602, -4.299570, 3.321083], [0.414788, -5.461319, 4.803588], [1.050756, -3.873613, 5.176093], [1.657438, -1.525876, -4.892405], [0.832821, 0.015058, -4.030250], [1.829318, 1.095955, -3.760826], [3.187441, 0.696636, -2.451681], [0.324192, -0.347521, -3.137117], [0.022900, 0.388274, -4.655051], [1.330142, 2.022873, -3.475583], [2.319868, 1.363399, -4.697933], [0.188975, -7.046315, -0.061868], [-1.111823, -5.833796, -0.842827], [-1.744666, -4.977586, 0.226144], [-2.974300, -3.730428, -0.621671], [-1.869189, -6.393174, -1.388597], [-0.579747, -5.226426, -1.568129], [-0.971043, -4.353385, 0.672643], [-2.280833, -5.530897, 0.987530], [-0.152255, 0.795102, 2.815673], [0.990069, 0.248800, 4.279482], [0.320447, 0.702565, 5.567029], [1.200664, -0.003320, 7.141096], [1.937330, 0.778176, 4.222599], [1.139536, -0.825539, 4.265341], [-0.746437, 0.485657, 5.593026], [0.356327, 1.788109, 5.652460]],
  "atomic_forces_ev_per_a": [[0.2, -1.0, -1.2], [-0.2, 0.6, 2.4], [-0.1, 0.6, -1.3], [0.0, -0.1, -0.5], [0.0, 0.4, 0.4], [0.1, -0.1, 0.0], [-0.2, 0.0, -0.3], [0.3, 0.1, 0.2], [0.0, -0.4, 0.2], [-0.2, 0.3, -0.2], [-0.3, 0.1, -0.1], [0.3, 0.0, 0.4], [0.2, 0.1, 0.1], [-0.5, 0.4, -0.5], [-0.5, 0.0, 0.2], [-0.1, -0.9, 1.0], [0.1, 0.4, -0.2], [-0.4, -0.4, 0.4], [0.5, 0.1, 0.1], [-0.6, 0.1, -0.9], [0.3, -0.2, 0.2], [0.3, 0.2, -0.3], [-0.4, -0.1, 0.0], [0.2, 0.1, 0.6], [-0.3, 0.0, -0.8], [1.3, -0.4, 0.5], [0.2, 0.2, 0.2], [-0.1, -0.1, 0.3], [-0.1, -0.3, -0.2], [0.0, 0.4, -0.2], [0.0, -0.3, 0.6], [0.0, -0.3, -0.5], [0.1, 0.3, 0.3], [-0.1, -0.2, 0.4], [0.2, 0.5, -0.8], [-0.9, 0.1, -0.3], [-0.1, -0.2, 0.0], [-0.3, 0.5, 0.2], [0.3, -0.3, -0.2], [0.1, -0.8, 0.0], [0.0, 0.0, 0.1], [-0.1, 0.6, 0.1], [0.0, -0.1, 0.1], [0.2, 0.9, -0.3], [-0.5, -0.3, 0.3], [0.2, -0.1, 0.1], [-0.1, 0.0, 0.0], [0.0, -0.4, 0.2], [0.1, -0.1, -0.2], [0.1, 0.1, -0.2], [-0.1, 0.1, 0.0], [-0.5, -0.2, 0.7], [0.1, 0.8, -1.0], [0.1, -0.2, -0.2], [0.4, -0.1, 0.0], [0.3, 0.0, -0.3], [0.3, -0.6, 0.0], [0.3, -0.2, 0.1], [-0.1, -0.1, 0.0], [-0.5, 0.1, -0.4], [0.7, 0.5, -0.1], [-0.1, -0.1, 0.0], [0.2, -0.3, 0.1], [0.1, 0.1, 0.1], [-0.2, 0.0, 0.2], [-0.1, -0.1, -0.1], [0.0, 0.5, 0.2], [0.1, 0.2, 0.9], [-0.6, 0.7, -0.3], [0.0, -0.1, -0.1], [0.1, -0.2, -0.4], [0.0, 0.0, -0.3], [0.2, -0.6, 0.2], [0.3, 0.0, 0.0]],
  "lowdin_charge": [-0.2479, 0.7910, -0.4044, 0.1617, -0.3815, 0.2003, -0.8768, 0.2407, -0.3759, 0.1734, 0.2533, -0.4061, 0.1867, -0.3994, 0.2249, 0.0247, 0.1636, -0.3874, 0.2458, -0.8484, 0.2317, -0.3924, 0.1495, 0.2932, -0.3385, 0.0294, -0.3925, 0.2569, 0.1417, 0.1387, -0.3985, 0.2368, -0.8820, 0.2019, -0.3601, 0.0197, 0.2201, -0.3960, 0.1541, -0.3911, 0.2309, 0.1660, 0.6011, -0.7266, -0.6891, 0.7001, 0.0211, 0.0437, 0.0514, 0.0545, 0.6048, -0.6767, -0.6693, 0.8351, 0.0154, 0.0758, 0.0279, 0.0671, 0.5960, -0.7114, -0.7051, 0.6845, 0.0505, 0.0557, 0.0100, 0.0534, 0.8828, -0.6298, -0.7270, 0.6175, 0.0705, 0.0575, 0.0478, 0.0527],
  "lumo_energy_ev": 2.9,
  "total_charge": -2
}

=====

# 2
{
  "formula": "C20H16F32O4",
  "method": "ωB97M-V with the def2-TZVPD basis set",
  "species": ["F", "C", "F", "C", "F", "F", "C", "O", "C", "F", "F", "C", "F", "F", "H", "H", "H", "H", "F", "C", "F", "C", "F", "F", "C", "O", "C", "F", "F", "C", "F", "F", "H", "H", "H", "H", "F", "C", "F", "C", "F", "F", "C", "O", "C", "F", "F", "C", "F", "F", "H", "H", "H", "H", "F", "C", "F", "C", "F", "F", "C", "O", "C", "F", "F", "C", "F", "F", "H", "H", "H", "H"],
  "coordinates": [[1.065975, 2.332167, -1.555936], [1.959622, 2.553809, -0.550591], [3.144015, 2.082229, -1.002197], [2.050010, 4.049937, -0.248210], [2.413276, 4.691689, -1.389214], [2.954322, 4.274448, 0.738068], [0.665605, 4.631348, 0.183412], [-0.050031, 3.721869, 1.025288], [0.251051, 3.766603, 2.393526], [1.357749, 3.059892, 2.648787], [0.409686, 5.041086, 2.781582], [-0.959512, 3.153073, 3.120037], [-0.881971, 3.246588, 4.472668], [-2.118876, 3.752723, 2.747762], [1.622370, 1.949519, 0.289729], [0.047542, 4.695385, -0.708285], [0.814401, 5.592456, 0.667765], [-1.110316, 2.097709, 2.887389], [-2.342624, -2.197327, 1.933003], [-1.561494, -2.026833, 3.017354], [-1.054838, -3.239128, 3.400235], [-0.412530, -1.045439, 2.778452], [0.178304, -0.672839, 3.931060], [-0.945683, 0.088228, 2.216827], [0.722559, -1.570563, 1.918149], [0.346085, -1.821041, 0.574750], [1.180270, -2.619315, -0.185315], [2.477942, -2.424720, 0.119446], [0.845672, -3.907931, 0.115928], [0.895848, -2.408903, -1.674054], [0.793537, -1.067251, -1.976173], [1.687100, -3.064660, -2.544229], [-2.158660, -1.706688, 3.882150], [1.203830, -2.406473, 2.429542], [1.472279, -0.778473, 1.836347], [-0.135436, -2.711743, -1.907373], [-4.880019, 1.233294, 7.680564], [-3.740251, 0.652188, 7.241646], [-3.877035, -0.695456, 7.335503], [-3.469246, 1.093945, 5.794250], [-2.186285, 0.617709, 5.590216], [-3.394183, 2.428774, 5.704274], [-4.421447, 0.514281, 4.792917], [-3.930005, 0.866423, 3.502378], [-4.765170, 0.559316, 2.460679], [-4.998978, -0.767769, 2.388542], [-5.959918, 1.149946, 2.624779], [-4.074835, 1.004969, 1.166827], [-5.024953, 0.906680, 0.169351], [-3.665863, 2.297933, 1.164121], [-2.910092, 0.865212, 7.915752], [-5.423384, 0.870902, 5.029546], [-4.316862, -0.572170, 4.842663], [-3.272979, 0.350731, 0.811628], [5.996264, -2.930314, -3.575556], [4.704457, -2.706735, -3.845128], [4.212406, -1.671508, -3.107247], [4.409182, -2.487788, -5.328020], [4.707414, -3.682626, -5.925471], [5.197263, -1.512691, -5.854392], [2.950679, -2.070612, -5.616139], [2.808707, -1.693303, -6.978221], [2.178451, -2.634858, -7.789695], [2.994140, -3.668802, -7.976163], [1.001977, -3.057554, -7.280158], [1.891619, -1.821735, -9.079799], [1.052535, -2.529491, -9.879866], [1.362397, -0.589966, -8.908522], [4.096116, -3.582757, -3.582614], [2.749709, -1.251198, -4.929743], [2.284138, -2.904602, -5.394752], [2.886973, -1.691798, -9.531826]],
  "atomic_forces_ev_per_a": [[-0.1, 0.5, 0.1], [0.0, -0.9, -0.4], [0.2, 0.2, 0.3], [-1.5, 0.4, 0.1], [0.3, 0.1, 0.4], [0.2, -0.1, -0.5], [0.5, -0.9, -0.4], [0.5, 0.1, 1.2], [-1.5, 0.3, -1.3], [0.3, 0.0, 0.4], [0.5, 0.0, 0.4], [-1.3, -1.1, 0.3], [0.6, 0.4, -0.3], [0.6, 0.6, 0.0], [0.2, 0.2, 0.2], [0.1, 0.2, 0.0], [0.0, 0.1, -0.2], [0.5, 0.1, -0.2], [0.4, 0.2, 0.1], [-0.5, -0.4, 1.5], [0.2, 0.3, -0.5], [0.4, 0.0, -1.4], [-0.4, -0.2, 0.3], [0.0, -0.4, 0.1], [1.3, 0.5, -0.4], [-0.2, -0.3, -1.0], [-0.6, 0.0, 1.2], [-0.1, -0.2, -0.1], [0.7, -0.1, -0.3], [-3.0, 0.9, -1.1], [1.4, -0.5, 0.2], [0.6, 0.4, 0.7], [-0.1, 0.3, -0.4], [-0.3, -0.2, -0.2], [-0.1, 0.1, 0.6], [0.3, -0.6, 0.6], [0.0, -0.1, 0.0], [0.0, 0.1, 0.6], [-0.4, -0.1, -0.5], [1.2, -0.6, 0.5], [-0.3, 0.0, -0.5], [-0.3, 0.1, 0.2], [0.6, -0.7, -0.2], [-0.4, 0.3, -0.4], [0.8, 0.7, 0.7], [0.0, -0.2, 0.0], [-0.1, 0.1, -0.2], [-0.6, 0.3, -2.1], [0.1, 0.0, 0.5], [-0.2, -0.8, 0.6], [0.0, 0.7, -0.2], [-0.1, -0.1, -0.3], [-0.5, 0.0, 0.4], [0.2, 0.1, 0.7], [-0.1, 0.4, -0.1], [-1.5, -0.7, 0.1], [0.6, 0.2, -0.1], [0.0, 0.5, -0.5], [0.1, 0.4, 0.0], [0.2, -0.4, 0.1], [0.7, -0.8, 0.4], [-0.6, -0.5, 0.3], [-0.4, 2.7, 0.6], [-0.4, -0.5, -0.5], [0.3, -0.4, 0.3], [1.1, -0.5, -0.9], [0.3, 0.1, 0.2], [-0.1, -0.6, 0.6], [0.4, -0.1, 0.3], [-0.3, 0.3, -0.4], [0.0, 0.1, 0.2], [-0.4, 0.0, -0.4]],
  "lowdin_charge": [0.0857, -0.2948, 0.0969, -0.4349, 0.1204, 0.1216, -0.0266, 0.0143, -0.5252, 0.1623, 0.1584, -0.2720, 0.0919, 0.0895, 0.1559, 0.1488, 0.1437, 0.1427, 0.1106, -0.2795, 0.0855, -0.4307, 0.1364, 0.0954, -0.0545, 0.0327, -0.5124, 0.1599, 0.1340, -0.2583, 0.0710, 0.1032, 0.1650, 0.1550, 0.1498, 0.1770, 0.0967, -0.2924, 0.0841, -0.4426, 0.0846, 0.1503, -0.0435, 0.0308, -0.5537, 0.1480, 0.1652, -0.2446, 0.0661, 0.1017, 0.1743, 0.1601, 0.1451, 0.1655, 0.1233, -0.3211, 0.0755, -0.4247, 0.1019, 0.1249, -0.0477, 0.0316, -0.5411, 0.1763, 0.1464, -0.2802, 0.0911, 0.1051, 0.1648, 0.1446, 0.1409, 0.1740],
  "lumo_energy_ev": 0.4,
  "e_above_lowest_kcal_mol": 1.4,
  "smiles": "FC(F)C(F)(F)COC(F)(F)C(F)F.FC(F)C(F)(F)COC(F)(F)C(F)F.FC(F)C(F)(F)COC(F)(F)C(F)F.FC(F)C(F)(F)COC(F)(F)C(F)F"
}

=====

no.,E_tot (hartree)
1,-24339.61437
2,-4268.40629